Record 1
Molecular formula: C3H6O
Method: DFT, ωB97M-V with the def2-TZVPD basis set

## Properties
Highest occupied orbital energy   -9.5674 eV
Frontier orbital gap   0.3865 hartree
Structure (SMILES)   C=CCO

ORCA input file:
```
! wB97M-V def2-TZVPD RIJCOSX def2/J DEFGRID3
* xyz 0 1
C -0.20 0.99 1.08
C 0.58 0.00 0.66
C 0.08 -0.90 -0.53
O -1.00 -0.30 -1.21
H 0.02 1.70 1.88
H -0.74 1.53 0.29
H 1.54 -0.36 0.99
H -0.30 -1.71 0.07
H 0.88 -1.14 -1.21
H -0.86 0.18 -2.02
*
```

Results of the natural (NBO) charge analysis, in e, for atoms 1 through 8:
1. C -0.4309
2. C -0.1869
3. C -0.0924
4. O -0.7370
5. H 0.1961
6. H 0.2089
7. H 0.1987
8. H 0.1908

Record 2
Molecular formula: C3H6O
Method: DFT, ωB97M-V with the def2-TZVPD basis set

## Properties
Highest occupied orbital energy   -9.3264 eV
Frontier orbital gap   0.3861 hartree
Structure (SMILES)   C[C@H]1CO1

ORCA input file:
```
! wB97M-V def2-TZVPD RIJCOSX def2/J DEFGRID3
* xyz 0 1
C -1.37 0.25 0.20
C 0.00 -0.21 -0.40
C 1.60 -0.04 -0.04
O 0.71 -0.92 0.55
H -1.66 -0.46 1.00
H -2.20 0.23 -0.52
H -1.38 1.24 0.67
H -0.04 -0.45 -1.45
H 2.53 -0.60 -0.30
H 1.81 0.98 0.25
*
```

Results of the natural (NBO) charge analysis, in e, for atoms 1 through 8:
1. C -0.6544
2. C 0.0736
3. C -0.1284
4. O -0.4775
5. H 0.2304
6. H 0.2151
7. H 0.2169
8. H 0.1715

Record 3
Molecular formula: C3H6O
Method: DFT, ωB97M-V with the def2-TZVPD basis set

## Properties
Highest occupied orbital energy   -8.8709 eV
Frontier orbital gap   0.3615 hartree
Structure (SMILES)   C=C(C)O

ORCA input file:
```
! wB97M-V def2-TZVPD RIJCOSX def2/J DEFGRID3
* xyz 0 1
C 0.07 1.33 0.08
C 0.29 0.02 -0.01
C -0.80 -1.01 -0.01
O 1.56 -0.50 -0.12
H -0.94 1.72 0.16
H 0.87 2.06 0.07
H -0.75 -1.61 -0.93
H -1.79 -0.56 0.04
H -0.69 -1.68 0.85
H 2.20 0.24 -0.13
*
```

Results of the natural (NBO) charge analysis, in e, for atoms 1 through 8:
1. C -0.5491
2. C 0.3400
3. C -0.6622
4. O -0.6856
5. H 0.2088
6. H 0.1918
7. H 0.2258
8. H 0.2247

Record 4
Molecular formula: C3H6O
Method: DFT, ωB97M-V with the def2-TZVPD basis set

## Properties
Highest occupied orbital energy   -9.5433 eV
Frontier orbital gap   0.3820 hartree
Structure (SMILES)   C=CCO

ORCA input file:
```
! wB97M-V def2-TZVPD RIJCOSX def2/J DEFGRID3
* xyz 0 1
C -0.13 1.58 0.05
C 0.56 0.51 -0.29
C 0.15 -0.92 -0.11
O -1.16 -1.00 0.36
H 0.35 2.54 0.01
H -1.11 1.46 0.48
H 1.59 0.62 -0.62
H 0.87 -1.40 0.56
H 0.31 -1.46 -1.09
H -1.43 -1.92 0.67
*
```

Results of the natural (NBO) charge analysis, in e, for atoms 1 through 8:
1. C -0.4022
2. C -0.1971
3. C -0.0929
4. O -0.7264
5. H 0.1994
6. H 0.2102
7. H 0.1937
8. H 0.1704

Record 5
Molecular formula: C3H6O
Method: DFT, ωB97M-V with the def2-TZVPD basis set

## Properties
Highest occupied orbital energy   -9.8211 eV
Frontier orbital gap   0.4000 hartree
Structure (SMILES)   CCC=O

ORCA input file:
```
! wB97M-V def2-TZVPD RIJCOSX def2/J DEFGRID3
* xyz 0 1
C 1.48 -0.47 -0.02
C 0.54 0.74 0.01
C -0.98 0.40 -0.02
O -1.40 -0.70 0.01
H 1.24 -1.04 0.83
H 1.44 -1.06 -0.95
H 2.50 -0.25 0.07
H 0.81 1.43 -0.76
H 0.68 1.15 1.00
H -1.63 1.34 -0.12
*
```

Results of the natural (NBO) charge analysis, in e, for atoms 1 through 8:
1. C -0.6038
2. C -0.5108
3. C 0.4596
4. O -0.5112
5. H 0.2111
6. H 0.2099
7. H 0.2102
8. H 0.2179

Record 6
Molecular formula: C3H6O
Method: DFT, ωB97M-V with the def2-TZVPD basis set

## Properties
Highest occupied orbital energy   -9.6946 eV
Frontier orbital gap   0.3949 hartree
Structure (SMILES)   C[C@H]1CO1

ORCA input file:
```
! wB97M-V def2-TZVPD RIJCOSX def2/J DEFGRID3
* xyz 0 1
C 0.46 0.34 -1.17
C -0.04 0.31 0.19
C -0.20 -0.72 1.21
O 0.79 0.31 1.33
H 0.32 1.28 -1.70
H -0.80 0.08 -1.35
H 1.53 0.01 -1.33
H -1.15 0.71 -0.18
H -1.05 -0.56 1.89
H 0.14 -1.75 1.11
*
```

Results of the natural (NBO) charge analysis, in e, for atoms 1 through 8:
1. C -0.6151
2. C 0.0568
3. C -0.1253
4. O -0.4790
5. H 0.2201
6. H 0.2182
7. H 0.2309
8. H 0.1348

Record 7
Molecular formula: C3H6O2
Method: DFT, ωB97M-V with the def2-TZVPD basis set

## Properties
Highest occupied orbital energy (alpha / beta)   0.4128 / -3.2814 eV
Frontier orbital gap (alpha / beta)   0.1391 / 0.2733 hartree

ORCA input file:
```
! wB97M-V def2-TZVPD RIJCOSX def2/J DEFGRID3
* xyz -1 2
O -1.27 -0.07 0.30
C -2.16 -0.71 0.87
H -2.38 -0.57 1.96
H -2.77 -1.56 0.45
O 2.42 0.39 1.04
C 1.73 -0.03 0.08
C 0.90 0.72 -0.95
H 1.63 -1.17 -0.01
H 0.55 1.68 -0.52
H 1.37 1.12 -1.94
H -0.01 0.20 -1.28
*
```

Results of the natural (NBO) charge analysis, in e, for atoms 1 through 8:
1. O -0.8089
2. C -0.1824
3. H 0.0393
4. H 0.0400
5. O -0.5925
6. C 0.4427
7. C -0.7424
8. H 0.0918

Record 8
Molecular formula: C3H6O2
Method: DFT, ωB97M-V with the def2-TZVPD basis set

## Properties
Highest occupied orbital energy   -9.8480 eV
Frontier orbital gap   0.3925 hartree
Structure (SMILES)   CC=O.C=O

ORCA input file:
```
! wB97M-V def2-TZVPD RIJCOSX def2/J DEFGRID3
* xyz 0 1
C 1.19 0.70 0.04
C 1.52 -0.68 0.48
O 0.84 -1.65 0.36
H 2.00 1.04 -0.59
H 0.23 0.70 -0.64
H 0.77 1.26 0.92
H 2.63 -0.62 0.92
C -2.37 -0.21 -0.37
O -2.06 -0.07 0.78
H -1.96 0.64 -1.05
H -2.78 -1.11 -0.84
*
```

Results of the natural (NBO) charge analysis, in e, for atoms 1 through 8:
1. C -0.7425
2. C 0.4637
3. O -0.5076
4. H 0.2356
5. H 0.2112
6. H 0.2655
7. H 0.0718
8. C 0.2768

Record 9
Molecular formula: C3H6O2
Method: DFT, ωB97M-V with the def2-TZVPD basis set

## Properties
Highest occupied orbital energy   -8.0369 eV
Frontier orbital gap   0.3258 hartree

ORCA input file:
```
! wB97M-V def2-TZVPD RIJCOSX def2/J DEFGRID3
* xyz 0 1
C 0.10 0.78 0.31
C -1.36 1.07 -0.07
C 0.98 -0.97 -0.35
O 0.77 1.53 0.97
O 0.65 -2.02 0.42
H -1.68 0.24 -0.73
H -1.96 1.36 0.82
H -1.23 2.03 -0.54
H 1.96 -0.65 -0.42
H 0.42 -1.11 -1.36
H 1.36 -2.25 0.96
*
```

Results of the natural (NBO) charge analysis, in e, for atoms 1 through 8:
1. C 0.5678
2. C -0.7557
3. C -0.0919
4. O -0.5600
5. O -0.6871
6. H 0.2312
7. H 0.2499
8. H 0.2441

Record 10
Molecular formula: C3H6O2
Method: DFT, ωB97M-V with the def2-TZVPD basis set

## Properties
Highest occupied orbital energy   -9.6736 eV
Frontier orbital gap   0.3872 hartree
Structure (SMILES)   COCC=O

ORCA input file:
```
! wB97M-V def2-TZVPD RIJCOSX def2/J DEFGRID3
* xyz 0 1
C -1.36 -0.72 0.07
O -0.70 0.22 -0.74
C 0.32 0.94 -0.19
C 1.59 0.05 0.08
O 1.65 -1.06 -0.49
H -2.07 -1.20 -0.58
H -1.83 -0.24 0.93
H -0.69 -1.52 0.42
H 0.55 1.77 -0.95
H 0.08 1.39 0.76
H 2.46 0.38 0.70
*
```

Results of the natural (NBO) charge analysis, in e, for atoms 1 through 8:
1. C -0.2548
2. O -0.5183
3. C -0.1523
4. C 0.3782
5. O -0.5177
6. H 0.2001
7. H 0.1641
8. H 0.1815

Record 11
Molecular formula: C3H6O2
Method: DFT, ωB97M-V with the def2-TZVPD basis set

## Properties
Highest occupied orbital energy (alpha / beta)   -9.6065 / -9.6145 eV
Frontier orbital gap (alpha / beta)   0.3103 / 0.3105 hartree

ORCA input file:
```
! wB97M-V def2-TZVPD RIJCOSX def2/J DEFGRID3
* xyz 0 1
C -1.53 0.91 0.61
O -0.39 0.30 -0.02
C 0.87 -1.25 0.02
C 1.49 -0.30 -0.93
O 1.84 0.79 -0.54
H -2.30 0.26 1.02
H -1.20 1.61 1.40
H -2.02 1.52 -0.17
H 0.79 -2.31 -0.34
H 1.16 -1.19 1.06
H 1.46 -0.58 -2.00
*
```

Results of the natural (NBO) charge analysis, in e, for atoms 1 through 8:
1. C -0.2533
2. O -0.6134
3. C -0.1152
4. C 0.3513
5. O -0.4423
6. H 0.1790
7. H 0.1697
8. H 0.1868

Record 12
Molecular formula: C3H6O2
Method: DFT, ωB97M-V with the def2-TZVPD basis set

## Properties
Highest occupied orbital energy   -10.1551 eV
Frontier orbital gap   0.4000 hartree
Structure (SMILES)   CC=O.C=O

ORCA input file:
```
! wB97M-V def2-TZVPD RIJCOSX def2/J DEFGRID3
* xyz 0 1
C -2.02 -1.74 1.20
C -1.63 -0.22 1.32
O -1.87 0.52 0.38
H -2.81 -1.77 0.45
H -2.56 -2.15 2.14
H -1.11 -2.38 1.06
H -1.07 0.08 2.30
C 2.61 0.39 -1.35
O 2.99 1.48 -1.71
H 1.78 0.18 -0.58
H 3.07 -0.56 -1.77
*
```

Results of the natural (NBO) charge analysis, in e, for atoms 1 through 8:
1. C -0.7302
2. C 0.4340
3. O -0.5176
4. H 0.2372
5. H 0.2242
6. H 0.2367
7. H 0.1155
8. C 0.2820

Record 13
Molecular formula: C3H6O2
Method: DFT, ωB97M-V with the def2-TZVPD basis set

## Properties
Highest occupied orbital energy   -10.3575 eV
Frontier orbital gap   0.4178 hartree
Structure (SMILES)   OC[C@H]1CO1

ORCA input file:
```
! wB97M-V def2-TZVPD RIJCOSX def2/J DEFGRID3
* xyz 0 1
O 0.34 -0.09 -2.10
C 0.62 -0.54 -0.79
C -0.37 0.13 0.12
C -0.23 0.36 1.56
O -0.09 1.41 0.62
H -0.62 0.09 -2.09
H 0.52 -1.63 -0.72
H 1.65 -0.27 -0.52
H -1.38 0.06 -0.37
H 0.69 0.12 2.11
H -1.13 0.37 2.17
*
```

Results of the natural (NBO) charge analysis, in e, for atoms 1 through 8:
1. O -0.6983
2. C -0.0917
3. C 0.0357
4. C -0.1125
5. O -0.4810
6. H 0.4580
7. H 0.1656
8. H 0.1918

Record 14
Molecular formula: C3H6O2
Method: DFT, ωB97M-V with the def2-TZVPD basis set

## Properties
Highest occupied orbital energy   -9.6972 eV
Frontier orbital gap   0.3829 hartree
Structure (SMILES)   O=CCCO

ORCA input file:
```
! wB97M-V def2-TZVPD RIJCOSX def2/J DEFGRID3
* xyz 0 1
O 2.10 -0.97 0.24
C 0.93 -0.69 0.24
C 0.37 0.69 0.02
C -1.13 0.80 0.24
O -1.75 -0.01 -0.73
H 0.12 -1.45 0.31
H 0.85 1.51 0.58
H 0.64 0.99 -1.00
H -1.46 0.57 1.26
H -1.43 1.86 0.14
H -2.71 -0.06 -0.64
*
```

Results of the natural (NBO) charge analysis, in e, for atoms 1 through 8:
1. O -0.5123
2. C 0.4491
3. C -0.5522
4. C -0.0590
5. O -0.7317
6. H 0.1097
7. H 0.2401
8. H 0.2488

Record 15
Molecular formula: C3H6O2
Method: DFT, ωB97M-V with the def2-TZVPD basis set

## Properties
Highest occupied orbital energy (alpha / beta)   -8.4061 / -8.5591 eV
Frontier orbital gap (alpha / beta)   0.2834 / 0.3031 hartree

ORCA input file:
```
! wB97M-V def2-TZVPD RIJCOSX def2/J DEFGRID3
* xyz 0 1
C -1.38 0.63 0.37
O -0.76 -0.41 0.77
C 0.50 -0.78 0.57
C 1.53 0.13 0.17
O 2.71 -0.18 0.05
H -0.87 1.44 -0.14
H -0.93 -0.26 -1.72
H -2.42 0.69 0.67
H -0.29 -0.65 -1.66
H 0.71 -1.78 0.94
H 1.21 1.18 -0.01
*
```

Results of the natural (NBO) charge analysis, in e, for atoms 1 through 8:
1. C -0.0214
2. O -0.3322
3. C -0.0367
4. C 0.2880
5. O -0.5402
6. H 0.1699
7. H -0.0203
8. H 0.1838

Record 16
Molecular formula: C3H6O2
Method: DFT, ωB97M-V with the def2-TZVPD basis set

## Properties
Highest occupied orbital energy   -9.9865 eV
Frontier orbital gap   0.3938 hartree
Structure (SMILES)   COCC=O

ORCA input file:
```
! wB97M-V def2-TZVPD RIJCOSX def2/J DEFGRID3
* xyz 0 1
C -1.42 0.66 0.16
O -1.00 -0.65 0.20
C 0.39 -0.90 0.13
C 1.53 0.04 -0.26
O 2.69 -0.16 0.03
H -1.12 1.11 1.10
H -0.80 1.14 -0.64
H -2.52 0.83 0.07
H 0.30 -1.48 -0.88
H 0.60 -1.41 1.09
H 1.34 0.83 -0.99
*
```

Results of the natural (NBO) charge analysis, in e, for atoms 1 through 8:
1. C -0.2457
2. O -0.5360
3. C -0.1893
4. C 0.3926
5. O -0.5073
6. H 0.1611
7. H 0.1556
8. H 0.2033

Record 17
Molecular formula: C3H6O2P
Method: DFT, ωB97M-V with the def2-TZVPD basis set

## Properties
Highest occupied orbital energy   -3.6104 eV
Frontier orbital gap   0.2850 hartree

ORCA input file:
```
! wB97M-V def2-TZVPD RIJCOSX def2/J DEFGRID3
* xyz -1 1
C -1.08 0.00 0.01
C -0.16 -0.20 -1.11
C -0.10 0.04 1.17
O 1.87 1.49 0.00
O 2.43 -1.36 -0.41
P 1.32 0.13 -0.05
H -1.44 1.05 -0.06
H -1.82 -0.73 0.27
H -0.42 -1.26 -1.50
H -0.26 0.55 -1.96
H -0.04 1.00 1.69
H -0.31 -0.72 1.95
*
```

Results of the natural (NBO) charge analysis, in e, for atoms 1 through 8:
1. C -0.4332
2. C -0.7885
3. C -0.7777
4. O -1.1398
5. O -1.1522
6. P 2.0434
7. H 0.1926
8. H 0.1942

Record 18
Molecular formula: C3H6O2S
Method: DFT, ωB97M-V with the def2-TZVPD basis set

## Properties
Highest occupied orbital energy (alpha / beta)   -9.1364 / -9.1305 eV
Frontier orbital gap (alpha / beta)   0.2548 / 0.2546 hartree

ORCA input file:
```
! wB97M-V def2-TZVPD RIJCOSX def2/J DEFGRID3
* xyz 0 1
C 0.86 0.50 -0.36
C 0.08 0.97 0.81
C -0.12 -0.35 -0.93
O -2.43 0.93 -0.28
O 0.11 -2.32 0.57
S -1.43 -0.07 0.22
H 1.07 1.41 -0.97
H 1.78 0.16 -0.06
H 0.59 0.58 1.68
H -0.14 2.04 0.88
H -0.15 -0.69 -1.94
H -0.22 -3.17 0.38
*
```

Results of the natural (NBO) charge analysis, in e, for atoms 1 through 8:
1. C -0.5628
2. C -0.5386
3. C 0.0144
4. O -0.9376
5. O -0.9246
6. S 1.2679
7. H 0.2727
8. H 0.2716

Record 19
Molecular formula: C3H6O2S
Method: DFT, ωB97M-V with the def2-TZVPD basis set

## Properties
Highest occupied orbital energy   -9.3509 eV
Frontier orbital gap   0.3672 hartree
Structure (SMILES)   O=C(O)CCS

ORCA input file:
```
! wB97M-V def2-TZVPD RIJCOSX def2/J DEFGRID3
* xyz 0 1
O -0.95 -0.64 2.01
C -1.03 0.23 1.19
O -2.12 1.02 1.06
C 0.10 0.61 0.25
C 0.42 -0.61 -0.60
S 1.78 -0.30 -1.75
H -2.91 0.55 1.35
H -0.04 1.51 -0.33
H 0.88 0.71 0.97
H -0.41 -1.07 -1.15
H 0.67 -1.47 0.03
H 1.18 -0.05 -2.92
*
```

Results of the natural (NBO) charge analysis, in e, for atoms 1 through 8:
1. O -0.5853
2. C 0.7995
3. O -0.6960
4. C -0.5250
5. C -0.5225
6. S -0.0437
7. H 0.4957
8. H 0.2384

Record 20
Molecular formula: C3H6O2S
Method: DFT, ωB97M-V with the def2-TZVPD basis set

## Properties
Highest occupied orbital energy   -10.1317 eV
Frontier orbital gap   0.3991 hartree
Structure (SMILES)   C[C@H]1CS1(=O)=O

ORCA input file:
```
! wB97M-V def2-TZVPD RIJCOSX def2/J DEFGRID3
* xyz 0 1
C -1.11 0.79 0.41
C -0.18 -0.38 0.54
C 0.14 -0.89 -0.95
S 1.44 -0.03 -0.08
O 2.50 -0.84 0.49
O 1.60 1.35 -0.49
H -2.00 0.50 0.02
H -0.54 1.52 -0.05
H -1.33 1.29 1.35
H -0.09 -1.05 1.65
H -0.02 -2.00 -1.19
H -0.41 -0.27 -1.71
*
```

Results of the natural (NBO) charge analysis, in e, for atoms 1 through 8:
1. C -0.6450
2. C -0.4575
3. C -0.6920
4. S 2.1270
5. O -0.8928
6. O -0.9083
7. H 0.2130
8. H 0.2471

Q: Which energy above the lowest of the compared OMol25 structures with the same formula, charge and spin values were calculated for the entries above? A: 43.2 70.6 12.4 26.0 14.4 107.2 12.4 59.5 69.9 45.5 123.0 53.9 52.9 29.8 115.2 64.9 51.1 154.4 8.6 88.4, in kcal per mole.